Formula: C12H27N2O5P
Source: the Open Molecules 2025 dataset
Level of theory: ωB97M-V/def2-TZVPD

**ΔE to the lowest compared entry with this formula, charge and spin**: 10.1 kcal per mole
**HOMO level**: -0.1604 Eh
**Spin multiplicity**: 1
**Kohn-Sham gap**: 0.11423 Eh

Cartesian coordinates (Å):
O: 2.53 -0.68 1.93
P: 2.65 0.62 1.27
N: 4.37 0.96 0.76
O: 4.78 2.29 0.93
C: 4.70 0.58 -0.65
C: 3.75 1.15 -1.73
C: 4.47 1.97 -2.81
O: 4.49 1.59 -3.91
O: 5.07 3.16 -2.52
H: 2.26 1.64 2.20
H: 1.71 0.69 0.17
H: 4.97 0.39 1.37
H: 4.33 2.68 1.70
H: 4.67 -0.52 -0.70
H: 5.74 0.88 -0.81
H: 3.29 0.31 -2.25
H: 2.97 1.80 -1.31
H: 5.31 3.17 -1.58
C: -2.73 -2.16 2.19
C: -2.07 -1.90 0.82
C: -3.08 -2.23 -0.30
C: -4.23 -1.24 -0.44
C: -3.87 0.18 0.01
C: -2.37 0.50 0.00
N: -1.68 -0.48 0.83
O: -0.32 -0.27 0.91
C: -2.21 1.88 0.64
C: -1.87 0.59 -1.46
C: -0.92 -2.89 0.67
H: -2.03 -1.97 3.00
H: -3.07 -3.20 2.28
H: -3.60 -1.52 2.35
H: -2.55 -2.28 -1.25
H: -3.49 -3.23 -0.15
H: -4.55 -1.22 -1.49
H: -5.10 -1.59 0.12
H: -4.42 0.90 -0.60
H: -4.25 0.32 1.03
H: -2.51 1.85 1.69
H: -2.84 2.62 0.13
H: -1.18 2.24 0.59
H: -2.43 1.35 -2.01
H: -1.98 -0.35 -2.00
H: -0.81 0.86 -1.50
H: -1.30 -3.92 0.72
H: -0.18 -2.78 1.46
H: -0.42 -2.77 -0.29

Formula: C12H27N9OSV
Source: the Open Molecules 2025 dataset
Level of theory: ωB97M-V/def2-TZVPD

**ΔE to the lowest compared entry with this formula, charge and spin**: 0.0 kcal per mole
**HOMO level (alpha / beta)**: -0.4979 / -0.5359 Eh
**Charge**: +2
**⟨S²⟩**: 3.758
**Spin multiplicity**: 4
**Kohn-Sham gap (alpha / beta)**: 0.28253 / 0.32033 Eh

Cartesian coordinates (Å):
V: -10.04 -8.28 -5.58
C: -8.02 -9.63 -3.69
C: -9.28 -10.52 -3.59
N: -10.47 -9.88 -4.19
C: -11.35 -9.29 -3.11
C: -11.83 -7.83 -3.30
N: -10.94 -6.95 -4.17
C: -9.77 -6.32 -3.42
C: -8.62 -7.29 -3.08
N: -8.36 -8.26 -4.20
H: -7.29 -10.08 -4.41
H: -7.50 -9.47 -2.72
H: -9.42 -10.70 -2.52
H: -9.13 -11.49 -3.99
H: -11.03 -10.59 -4.62
H: -10.84 -9.40 -2.15
H: -12.26 -9.95 -3.05
H: -12.08 -7.42 -2.34
H: -12.78 -7.88 -3.82
H: -11.50 -6.21 -4.65
H: -10.12 -5.91 -2.43
H: -9.44 -5.49 -4.08
H: -8.81 -7.79 -2.14
H: -7.70 -6.70 -2.90
H: -7.52 -7.96 -4.73
N: -9.17 -9.77 -7.03
N: -7.87 -9.33 -7.44
C: -7.83 -8.05 -7.83
N: -6.88 -7.66 -8.75
S: -8.76 -6.75 -7.02
H: -9.16 -10.76 -6.70
H: -9.85 -9.61 -7.78
H: -7.17 -10.02 -7.78
H: -6.20 -8.36 -9.14
H: -6.55 -6.70 -8.68
C: -15.39 -10.40 -5.87
N: -14.39 -9.62 -6.63
C: -14.83 -8.70 -7.60
C: -13.87 -8.00 -8.30
C: -12.51 -8.13 -7.92
N: -12.12 -8.73 -6.77
C: -13.05 -9.59 -6.18
O: -12.82 -10.33 -5.21
N: -11.56 -7.53 -8.68
H: -14.85 -11.21 -5.43
H: -16.09 -10.88 -6.59
H: -15.95 -9.83 -5.13
H: -15.91 -8.51 -7.59
H: -14.15 -7.55 -9.25
H: -11.89 -7.03 -9.49
H: -10.68 -7.14 -8.27

Formula: C12H28AgClN4O4
Source: the Open Molecules 2025 dataset
Level of theory: ωB97M-V/def2-TZVPD

**ΔE to the lowest compared entry with this formula, charge and spin**: 37.7 kcal per mole
**HOMO level**: -0.2572 Eh
**Spin multiplicity**: 1
**Kohn-Sham gap**: 0.27945 Eh

Cartesian coordinates (Å):
Ag: -27.76 -2.71 9.61
Cl: -24.88 -3.07 9.09
C: -30.05 -5.70 11.84
C: -30.23 -4.96 10.53
O: -29.23 -4.36 10.10
N: -31.42 -4.95 9.93
C: -31.70 -4.36 8.62
H: -29.52 -6.63 11.65
H: -31.02 -5.95 12.26
H: -29.50 -5.05 12.52
H: -32.19 -5.44 10.36
H: -32.10 -3.35 8.62
H: -32.51 -4.91 8.14
H: -30.78 -4.35 8.03
C: -27.46 0.63 8.39
C: -28.06 0.55 9.75
O: -28.49 -0.49 10.18
N: -27.96 1.65 10.49
C: -28.50 1.73 11.87
H: -28.06 0.12 7.63
H: -26.57 0.01 8.47
H: -27.36 1.65 8.03
H: -27.20 2.27 10.24
H: -29.44 1.19 11.93
H: -28.76 2.76 12.12
H: -27.84 1.40 12.68
C: -25.23 -3.93 13.54
C: -26.50 -3.29 13.04
O: -26.94 -3.39 11.89
N: -27.12 -2.54 13.98
C: -28.30 -1.75 13.75
H: -25.36 -4.41 14.52
H: -24.38 -3.26 13.67
H: -25.04 -4.70 12.80
H: -26.47 -2.27 14.70
H: -28.82 -2.08 12.84
H: -28.04 -0.71 13.54
H: -28.95 -1.93 14.61
C: -28.22 -1.90 5.10
C: -28.36 -2.99 6.11
O: -28.93 -2.73 7.23
N: -27.83 -4.14 5.75
C: -27.66 -5.23 6.63
H: -27.42 -1.27 5.49
H: -29.20 -1.41 5.03
H: -28.06 -2.14 4.05
H: -27.50 -4.26 4.81
H: -27.56 -4.89 7.66
H: -26.70 -5.72 6.47
H: -28.40 -6.03 6.60